(1)
5 unconnected molecules or ions with the total composition C25H24F4NO2PS2 in a non-equilibrium geometry. Source: the OMol25 dataset; level of theory: wB97M-V/def2-TZVPD.

XYZ file:
```
59
Properties=species:S:1:pos:R:3:mulliken_charge:R:1
O 2.658 0.412 2.331 -0.5206
C 2.496 0.831 1.225 0.4034
N 1.268 0.795 0.543 0.0657
P 0.006 1.808 1.046 0.3532
S 0.111 3.688 0.622 -0.3678
O 3.509 1.323 0.440 -0.3161
S 4.036 2.852 0.905 -0.0931
H 1.426 0.952 -0.451 0.2589
H -1.106 1.263 0.408 -0.0250
H -0.207 1.555 2.399 0.1216
H 3.406 3.523 -0.066 0.1390
F -3.371 3.157 0.164 -0.2421
C -3.850 4.238 -0.491 0.5858
C -2.986 5.264 -0.820 -0.2128
C -3.497 6.360 -1.500 -0.4104
C -4.844 6.422 -1.830 -0.5787
C -5.688 5.377 -1.482 -0.3249
C -5.192 4.270 -0.809 -0.5090
H -1.941 5.199 -0.551 0.1517
H -2.836 7.171 -1.773 0.3618
H -5.235 7.281 -2.358 0.3708
H -6.739 5.421 -1.734 0.3581
H -5.829 3.442 -0.533 0.4164
F -1.040 1.346 -2.161 -0.3485
C -0.923 0.018 -2.381 0.1005
C 0.243 -0.449 -2.948 -0.4599
C 0.397 -1.817 -3.114 -0.3720
C -0.614 -2.686 -2.730 -0.6885
C -1.785 -2.186 -2.177 -0.3519
C -1.947 -0.820 -1.990 -0.4004
H 1.017 0.250 -3.239 0.5617
H 1.312 -2.205 -3.538 0.5571
H -0.486 -3.752 -2.859 0.4257
H -2.575 -2.861 -1.878 0.4184
H -2.842 -0.407 -1.543 0.5531
F 3.015 -3.809 -2.651 -0.3241
C 3.695 -3.324 -1.588 0.4705
C 3.725 -1.959 -1.379 -0.3365
C 4.422 -1.466 -0.286 -0.3431
C 5.076 -2.334 0.577 -0.8073
C 5.030 -3.701 0.344 -0.3008
C 4.334 -4.207 -0.744 -0.5625
H 3.210 -1.296 -2.061 0.4200
H 4.453 -0.399 -0.107 0.6215
H 5.617 -1.945 1.428 0.4131
H 5.540 -4.382 1.013 0.3748
H 4.281 -5.270 -0.939 0.4308
F -2.963 -3.821 2.399 -0.3214
C -1.842 -3.280 2.922 0.4440
C -1.291 -2.172 2.313 -0.6287
C -0.140 -1.621 2.857 0.3180
C 0.443 -2.180 3.985 -0.8599
C -0.132 -3.297 4.575 -0.2338
C -1.287 -3.856 4.047 -0.6226
H -1.757 -1.758 1.428 0.4703
H 0.310 -0.754 2.399 0.1359
H 1.344 -1.745 4.397 0.4647
H 0.321 -3.739 5.453 0.3686
H -1.755 -4.722 4.493 0.4271
```

Output
**SMILES string**: O=C(N[PH2]=S)OS.Fc1ccccc1.Fc1ccccc1.Fc1ccccc1.Fc1ccccc1
**Gap between HOMO and LUMO**: 9.133 eV
**ΔE to the lowest compared entry with this formula, charge and spin**: 0.0 kcal/mol


(2)
A molecular structure, C5H6AlCl2O4Y in a non-equilibrium geometry. Source: the OMol25 dataset; level of theory: wB97M-V/def2-TZVPD.

XYZ file:
```
19
Properties=species:S:1:pos:R:3:mulliken_charge:R:1
Y -0.160 -0.103 -2.948 1.4492
Al 0.590 0.217 -0.324 0.9749
Cl -0.701 -1.716 -1.137 0.0036
Cl -0.606 1.999 -1.566 -0.1268
C 1.614 1.732 0.513 0.5066
C 0.603 -1.906 -4.274 0.0605
C 0.697 1.120 -4.761 0.0607
O 2.185 2.641 0.942 0.0837
O 0.910 -2.834 -4.896 0.1784
O 1.054 1.786 -5.642 0.1892
C -1.223 -0.570 3.372 -1.3076
C -0.414 0.250 2.455 -0.1760
O -0.279 -0.576 1.219 -0.3548
H -2.220 -0.755 2.990 0.3680
H -1.295 0.029 4.254 0.3995
H -0.741 -1.508 3.627 0.4528
H -0.897 1.157 2.076 0.3547
H 0.622 0.428 2.748 0.3886
H 0.261 -1.390 1.354 0.4946
```

Output
**Net charge**: +4
**Gap between HOMO and LUMO**: 4.972 eV
**ΔE to the lowest compared entry with this formula, charge and spin**: 72.3 kcal/mol


(3)
A single C2H7N3OS molecule in a non-equilibrium geometry. Source: the OMol25 dataset; level of theory: wB97M-V/def2-TZVPD.

XYZ file:
```
14
Properties=species:S:1:pos:R:3:mulliken_charge:R:1
C 1.273 0.814 -0.945 -0.3791
C -0.543 -0.203 0.158 0.5200
H 1.692 1.620 -1.815 0.2270
H 0.938 1.493 0.127 0.0870
H 2.229 0.106 -0.904 0.2121
H 0.125 -1.140 -1.788 0.3564
H 0.319 -0.484 2.132 0.3341
H -1.391 2.015 2.282 0.1834
H -1.762 -3.031 -0.557 0.3333
N 0.032 -0.078 -1.139 -0.3647
N 0.014 0.292 1.261 -0.3493
N -1.409 -1.258 0.361 -0.4600
O -1.557 -2.086 -0.840 -0.4351
S 0.041 1.940 1.667 -0.2652
```

Output
**SMILES string**: CN/C(=N\O)NS
**Gap between HOMO and LUMO**: 8.607 eV
**ΔE to the lowest compared entry with this formula, charge and spin**: 146.6 kcal/mol


(4)
A single C7H9N3S molecule in a non-equilibrium geometry. Source: the OMol25 dataset; level of theory: wB97M-V/def2-TZVPD.

XYZ file:
```
20
Properties=species:S:1:pos:R:3:mulliken_charge:R:1
C 1.397 1.291 -1.017 -0.0002
C -1.977 1.155 1.706 -0.7474
C -0.613 1.105 1.213 -0.6574
C -2.819 0.275 1.049 -0.3162
C -0.570 0.357 0.038 0.1980
C 0.409 -0.570 -2.210 -1.7226
C 0.594 0.110 -0.829 1.3732
N 2.028 2.226 -0.992 -0.5387
N 1.999 -0.381 1.268 -0.3752
N 1.678 -0.832 0.052 -0.3721
S -2.093 -0.482 -0.250 -0.1088
H -2.442 1.867 2.311 0.3799
H 0.180 1.741 1.547 0.5249
H -3.876 0.018 1.267 0.3640
H 1.375 -0.855 -2.602 0.4470
H -0.216 0.112 -2.856 0.3510
H -0.151 -1.467 -2.018 0.4158
H 1.276 -0.003 1.791 0.2238
H 3.054 -0.134 1.440 0.2489
H 0.966 -1.587 0.174 0.3121
```

Output
**SMILES string**: C[C@](C#N)(NN)c1cccs1
**Gap between HOMO and LUMO**: 9.312 eV
**ΔE to the lowest compared entry with this formula, charge and spin**: 80.8 kcal/mol


(5)
A single C3H5ClN2S molecule in a non-equilibrium geometry. Source: the OMol25 dataset; level of theory: wB97M-V/def2-TZVPD.

XYZ file:
```
12
Properties=species:S:1:pos:R:3:mulliken_charge:R:1
C 1.298 -0.848 -0.083 -0.0539
C -0.874 0.271 -0.233 0.1639
C -1.650 -0.893 -0.009 -0.4096
H 0.997 2.164 -0.592 0.2287
H 1.218 1.881 1.129 0.2469
H 0.575 -1.704 -0.127 0.1095
H -1.414 1.253 -0.556 0.2590
H -1.452 -1.950 0.433 0.2499
N 1.216 1.518 0.108 -0.6116
N 0.570 0.294 -0.087 0.2739
S 2.870 -1.266 -0.011 -0.2775
Cl -3.355 -0.719 0.027 -0.1794
```

Output
**SMILES string**: NN(C=S)/C=C/Cl
**Gap between HOMO and LUMO**: 8.475 eV
**ΔE to the lowest compared entry with this formula, charge and spin**: 50.6 kcal/mol


(6)
A molecular structure, C32H26N9O2STi in a non-equilibrium geometry. Source: the OMol25 dataset; level of theory: wB97M-V/def2-TZVPD.

XYZ file:
```
71
Properties=species:S:1:pos:R:3:mulliken_charge:R:1
Ti 0.396 -0.538 0.246 -0.6173
C 0.527 -2.210 4.416 -2.0146
C 0.252 -1.364 3.211 0.4826
N 0.333 -1.828 1.957 1.0585
N 0.588 -3.177 1.832 -0.7368
C 0.310 -3.802 0.693 0.6023
N 0.570 -5.117 0.610 -0.4419
S -0.366 -2.951 -0.598 -0.4420
C 0.017 0.038 3.297 0.8516
C -0.218 0.721 4.509 -1.2439
C -0.414 2.076 4.503 -0.6760
C -0.368 2.766 3.286 -1.1289
C -0.149 2.042 2.139 -0.2704
N 0.028 0.712 2.111 0.8140
H 1.443 -2.797 4.300 0.4676
H 0.694 -1.589 5.291 0.4666
H -0.289 -2.901 4.645 0.3107
H 1.001 -3.668 2.612 0.1765
H 1.027 -5.627 1.346 0.1800
H 0.446 -5.568 -0.279 0.2342
H -0.261 0.171 5.438 0.4058
H -0.600 2.604 5.429 0.4414
H -0.499 3.837 3.235 0.4946
H -0.098 2.553 1.187 0.4508
O -6.144 2.418 -1.410 -0.6151
N -5.198 3.129 -1.680 1.0413
O -5.289 4.231 -2.171 -0.6141
C -3.833 2.620 -1.409 -0.8173
C -2.834 3.366 -1.922 -0.5501
C -1.475 2.978 -1.764 1.1783
C -0.406 3.746 -2.259 -0.7940
C 0.879 3.314 -2.058 -1.0411
C 1.087 2.114 -1.372 -0.5276
N 0.096 1.375 -0.902 1.1847
C -1.177 1.792 -1.088 -0.8872
C -2.243 0.995 -0.545 0.0624
N -1.872 -0.136 0.095 0.6112
C -2.799 -0.880 0.665 -0.4640
C -4.149 -0.536 0.638 -1.1708
C -4.550 0.592 -0.031 -0.6447
C -3.587 1.403 -0.669 0.9717
H -3.074 4.269 -2.464 0.6130
H -0.611 4.668 -2.788 0.5029
H 1.729 3.876 -2.417 0.4862
H 2.088 1.741 -1.192 0.3894
H -2.453 -1.781 1.155 0.4007
H -4.871 -1.168 1.134 0.4664
H -5.591 0.858 -0.071 0.6167
C -0.102 -1.407 -5.466 -0.5778
C 1.268 -1.571 -5.307 -0.6622
C 1.854 -1.430 -4.061 -0.7038
C 1.059 -1.122 -2.958 0.2608
C -0.313 -0.968 -3.115 0.7253
C -0.892 -1.108 -4.368 -1.2459
N 1.610 -0.945 -1.648 1.4466
N 2.855 -0.954 -1.601 -0.9700
C 3.394 -0.688 -0.333 0.0815
C 4.782 -0.741 -0.227 -0.5205
C 5.366 -0.427 0.987 -0.6819
C 4.557 -0.054 2.054 -0.9169
C 3.171 -0.006 1.917 -0.4633
C 2.536 -0.333 0.720 1.2800
H -0.551 -1.521 -6.444 0.4220
H 1.884 -1.813 -6.163 0.3985
H 2.918 -1.557 -3.932 0.4597
H -0.937 -0.757 -2.256 0.2504
H -1.962 -0.991 -4.482 0.4517
H 5.376 -1.019 -1.089 0.5030
H 6.441 -0.458 1.104 0.3934
H 5.013 0.211 3.000 0.4439
H 2.581 0.298 2.776 0.3615
```

Output
**Spin multiplicity**: 3
**Net charge**: +1
**Gap between HOMO and LUMO (spin up / spin down)**: 4.761 / 7.099 eV
**⟨S²⟩**: 2.02
**ΔE to the lowest compared entry with this formula, charge and spin**: 0.0 kcal/mol


(7)
A molecular structure, C17H22N2O2 in a non-equilibrium geometry. Source: the OMol25 dataset; level of theory: wB97M-V/def2-TZVPD.

XYZ file:
```
43
Properties=species:S:1:pos:R:3:mulliken_charge:R:1
C 3.690 0.800 -2.842 -1.1926
C 2.211 0.449 -2.362 -0.5059
N 1.804 -0.875 -2.547 -0.6165
C 0.665 -1.218 -2.291 -0.1795
C 0.283 -2.426 -2.636 0.0529
C -0.783 -3.040 -2.209 -0.7090
C -1.601 -2.177 -1.604 -0.0841
C -1.619 -0.912 -1.442 -0.8063
C -0.316 -0.429 -1.799 1.1949
C 0.156 0.990 -1.451 0.2267
C 1.390 1.107 -1.840 0.7812
H 1.694 2.215 -1.809 0.2390
C -0.776 2.082 -0.845 0.2378
O -1.888 2.062 -1.044 -0.5757
N -0.229 2.522 0.221 -0.1947
H 0.888 2.068 0.612 0.3306
C -0.814 3.330 1.325 -1.0386
C -1.033 2.324 2.546 -0.5425
C -1.911 0.921 2.245 -1.4290
O -0.770 0.035 1.557 0.0911
C -0.246 -0.849 2.218 0.3288
C 1.284 -1.318 1.639 -2.4859
H 1.757 -0.373 1.618 0.3223
H 1.112 -1.623 0.674 0.4560
H 1.422 -2.017 2.099 1.2230
C -1.088 -2.106 2.505 -1.3323
H -0.460 -2.681 3.019 0.5635
H -2.102 -2.021 2.941 0.3284
H -1.065 -2.565 1.437 0.1600
H 0.054 -0.398 3.364 0.2151
H -2.684 1.052 1.479 0.2335
H -2.259 0.511 2.966 1.2253
H -1.801 2.810 3.285 0.2901
H -0.145 2.228 2.988 0.5306
H -0.339 4.146 1.551 0.5250
H -1.919 3.267 0.949 0.3380
H -2.397 -0.202 -0.993 0.3166
H -2.585 -2.676 -1.174 0.1490
H -1.138 -4.171 -2.330 0.2534
H 1.172 -3.446 -2.995 0.0963
H 4.345 1.242 -1.953 0.2453
H 3.797 1.425 -3.633 0.4444
H 4.240 -0.061 -3.440 0.2936
```

Output
**Gap between HOMO and LUMO**: 8.479 eV
**ΔE to the lowest compared entry with this formula, charge and spin**: 412.3 kcal/mol


(8)
A molecular structure, C35H59BrCl2F2IN3O11P in a non-equilibrium geometry. Source: the OMol25 dataset; level of theory: wB97M-V/def2-TZVPD.

XYZ file:
```
115
Properties=species:S:1:pos:R:3:mulliken_charge:R:1
C -0.748 -4.468 -1.516 -0.3378
C -2.330 -4.691 -1.886 -0.5454
C -3.253 -3.352 -1.510 0.2494
O -4.304 -3.145 -2.348 -0.5736
O -2.931 -2.439 -0.368 0.3179
C -4.068 -2.330 0.554 -0.5114
C -4.068 -0.910 1.444 -1.0907
N -2.696 -0.285 1.576 0.9634
C -1.856 -0.903 2.465 -1.9118
Br -2.419 -2.494 3.614 0.1314
C -0.386 -0.102 2.411 1.3841
C -0.268 0.293 4.029 -1.3500
C 1.283 0.593 4.549 -0.3541
C 1.213 1.977 5.449 -0.8287
I 2.773 1.821 7.007 0.0260
C 0.663 -1.312 2.330 -0.8004
C 0.334 -2.637 1.407 1.3495
C 1.651 -3.129 0.489 -0.4162
F 0.132 -3.883 2.249 -0.4573
C -0.454 1.157 1.298 1.9240
C 0.012 2.557 1.967 -0.7023
C 0.212 3.950 1.270 -1.0605
C -0.421 4.458 -0.104 -0.0247
N 0.507 4.520 -1.342 -0.4142
O -1.634 4.967 -0.377 -0.4486
C 0.592 1.064 -0.002 -0.7290
Cl 0.297 -0.419 -1.119 0.0346
C 2.178 1.033 0.352 0.8713
C 3.029 2.394 -0.126 -0.9334
Cl 2.999 -0.282 -0.740 -0.0311
C -2.095 0.995 0.935 1.2046
C -2.567 1.230 -0.624 -1.4290
O -2.050 2.168 -1.465 -0.5748
N -3.585 0.369 -1.401 0.3367
C -3.164 0.185 -2.842 0.4752
O -3.781 0.911 -3.788 -0.5033
F -2.135 -0.820 -3.190 -0.1467
P -3.349 2.186 1.834 0.6543
O -3.719 1.648 3.312 -0.7081
O -4.879 2.324 0.931 -0.5258
O -2.884 3.817 2.054 -0.4484
H -0.626 -4.608 -0.339 0.0951
H -0.302 -3.436 -1.862 0.0464
H -0.105 -5.315 -2.019 0.3263
H -2.745 -5.666 -1.382 0.3244
H -2.376 -4.856 -3.065 0.2693
H -4.010 -3.284 1.268 0.2807
H -5.129 -2.419 0.019 0.4449
H -4.643 -1.042 2.483 0.5680
H -4.838 -0.243 0.817 0.2949
H -0.582 -0.616 4.739 0.4526
H -1.030 1.154 4.340 0.4108
H 2.042 0.769 3.674 0.1065
H 1.661 -0.257 5.284 0.6490
H 1.540 2.875 4.745 0.3145
H 0.163 2.193 5.919 0.4186
H 1.791 -1.050 2.133 -0.2077
H 0.676 -1.812 3.421 0.5107
H -0.524 -2.496 0.628 -0.6298
H 1.865 -4.286 0.596 0.3633
H 1.462 -2.959 -0.672 0.0206
H 2.652 -2.596 0.863 -0.2026
H 1.057 2.324 2.506 -0.3009
H -0.718 2.733 2.899 0.7258
H -0.115 4.794 2.062 0.4124
H 1.385 4.187 1.181 0.4395
H 0.622 5.554 -1.530 0.3366
H 0.048 4.050 -2.161 0.2596
H 0.449 1.961 -0.762 0.7155
H 2.453 0.911 1.486 -0.4491
H 2.564 2.918 -1.061 0.2145
H 4.124 2.057 -0.469 0.3788
H 3.236 3.129 0.787 0.2432
H -4.437 1.004 -1.444 0.4124
H -5.606 1.926 1.529 0.3668
H -3.507 4.479 1.626 0.3424
C 3.613 -5.961 -4.277 -0.5649
C 2.770 -5.434 -5.409 -0.5366
C 1.374 -5.520 -4.831 -0.5244
O 1.499 -5.337 -3.414 -0.2820
C 2.887 -5.422 -3.064 -0.4044
H 4.659 -5.645 -4.324 0.3288
H 3.586 -7.057 -4.272 0.2777
H 3.028 -4.387 -5.608 0.2636
H 2.881 -5.997 -6.339 0.3310
H 0.932 -6.507 -5.003 0.2955
H 0.703 -4.761 -5.242 0.2881
H 3.230 -4.412 -2.813 0.1991
H 3.008 -6.060 -2.184 0.2804
C 7.423 -2.057 2.585 -0.5951
C 7.304 -1.323 1.274 -0.5833
C 5.806 -1.160 1.138 0.0003
O 5.274 -1.071 2.467 -0.3041
C 6.303 -1.443 3.395 -0.4767
H 8.401 -1.951 3.061 0.3509
H 7.231 -3.125 2.431 0.2499
H 7.781 -0.339 1.356 0.2708
H 7.754 -1.853 0.431 0.3641
H 5.353 -2.032 0.655 0.1134
H 5.531 -0.265 0.572 0.0447
H 6.636 -0.533 3.906 0.2938
H 5.896 -2.133 4.140 0.2682
C -4.412 5.438 -2.228 0.2482
C -5.506 5.607 -3.250 -0.6267
C -5.535 7.108 -3.437 -0.4949
O -4.201 7.582 -3.208 -0.4435
C -3.432 6.518 -2.631 -0.2519
H -3.967 4.439 -2.222 -0.1064
H -4.805 5.645 -1.226 0.1044
H -5.216 5.119 -4.188 0.2855
H -6.469 5.198 -2.935 0.3462
H -6.191 7.588 -2.702 0.2619
H -5.863 7.400 -4.439 0.3112
H -2.736 6.156 -3.396 0.2279
H -2.854 6.898 -1.784 0.1700
```

Output
**Net charge**: +1
**Gap between HOMO and LUMO**: 6.254 eV